Entry 1:
Below is a cluster of 2 separate species, C4H5ClN2S in total at a distorted geometry, with properties calculated with ωB97M-V/def2-TZVPD.

Last column: Löwdin charge in e.
CARTESIAN COORDINATES (ANGSTROEM)
C: -1.0450 1.4015 -0.7071  -0.24
C: -2.6718 0.7677 0.6251  -0.43
C: -0.3351 0.4854 -0.0144  -0.58
C: 0.9947 0.0368 0.0073  -0.87
N: -2.3024 1.5721 -0.3635  -0.02
N: 1.3636 -0.8519 0.9906  0.02
S: -1.4606 -0.4054 1.0622  1.04
Cl: 2.0339 1.4890 0.0761  0.60
H: -0.6711 2.1826 -1.3060  0.11
H: -3.6605 0.7906 1.1714  0.09
H: 1.2758 -0.3733 -1.8041  0.16
H: 2.2722 -1.2358 0.9519  0.09
H: 0.4999 -1.3371 1.2017  0.01

Computed properties:
LUMO level (alpha / beta) = -0.49 / -0.49 eV
Relative energy (zero: lowest compared OMol25 entry of this formula, charge and spin) = 366.4 kJ/mol
Total charge = 0
Highest occupied orbital energy (alpha / beta) = -0.3130 / -0.3132 Ha
Calculated total energy = -30563.0994 eV

Entry 2:
Below is a structure of composition C50H46GePPdSbSe2 at a distorted geometry, with properties calculated with ωB97M-V/def2-TZVPD.

Last column: Löwdin spin population.
CARTESIAN COORDINATES (ANGSTROEM)
Pd: 12.4871 12.4740 12.1659  0.56
Se: 12.4919 12.6446 14.9564  0.05
P: 11.3495 10.8608 14.6398  0.01
Se: 11.9256 9.8565 12.8338  0.05
C: 9.5757 11.1448 14.4817  0.00
C: 8.5976 10.2039 14.8972  0.00
C: 7.2077 10.4173 14.6963  0.00
C: 6.8681 11.6064 14.0947  0.00
C: 7.8379 12.5861 13.7130  0.00
C: 9.1953 12.3557 13.9050  0.01
C: 11.5556 9.8132 16.1652  0.00
C: 10.8575 9.8918 17.3448  0.00
C: 11.3760 9.3261 18.5348  0.00
C: 12.5800 8.6258 18.5009  0.00
C: 13.2722 8.5809 17.2530  0.00
C: 12.7641 9.0934 16.1101  0.00
H: 8.9814 9.3257 15.3770  0.00
H: 6.5069 9.7532 15.1553  0.00
H: 5.7910 11.8268 13.9669  0.00
H: 7.5662 13.5187 13.1999  0.00
H: 9.9218 13.0883 13.6218  0.01
H: 9.9779 10.5010 17.4340  0.00
H: 10.7820 9.3709 19.4587  0.00
H: 12.9305 8.1115 19.3769  0.00
H: 14.2342 8.1013 17.3489  0.00
H: 13.2573 9.0483 15.1303  0.00
C: 11.2302 15.7095 13.0669  0.02
Ge: 11.6028 14.6484 11.4493  0.11
C: 9.7828 14.7667 10.3965  0.04
C: 9.0216 13.6381 10.1365  0.01
C: 7.7842 13.7850 9.6106  0.00
C: 7.3170 15.0326 9.1814  0.00
C: 8.0838 16.1511 9.4213  0.00
C: 9.2575 15.9846 10.1069  0.01
C: 12.3736 16.0678 10.1662  0.01
C: 12.7827 17.2584 10.7476  0.00
C: 13.2539 18.3578 10.0233  0.00
C: 13.6514 18.0843 8.6977  0.00
C: 13.3641 16.8788 8.0959  0.00
C: 13.7017 16.6246 6.7261  0.00
C: 13.3084 15.4586 6.1055  0.00
C: 12.5112 14.5163 6.7948  0.00
C: 12.0892 14.7816 8.0598  0.00
C: 12.5745 15.9010 8.7725  0.00
H: 10.9736 16.8025 12.8317  0.00
H: 12.0995 15.5459 13.6725  0.00
H: 10.4946 15.1692 13.6872  0.00
H: 9.3909 12.5906 10.3425  0.00
H: 7.2392 12.8379 9.4000  0.00
H: 6.4271 15.0838 8.5741  0.00
H: 7.6984 17.0963 9.1758  0.00
H: 9.8609 16.9146 10.3013  0.00
H: 12.5122 17.3973 11.7984  0.00
H: 13.3749 19.3370 10.5078  0.00
H: 14.1208 18.9323 8.1002  0.00
H: 14.2936 17.3966 6.1983  0.00
H: 13.5860 15.3402 5.0431  0.00
H: 12.2161 13.5704 6.2679  0.00
H: 11.4989 14.0057 8.5866  0.00
C: 13.8528 11.5261 8.3802  0.00
C: 15.0697 10.7165 8.8064  0.00
C: 15.4758 9.6530 7.9256  0.00
C: 16.5592 8.8838 8.2775  0.00
C: 17.2342 9.1379 9.5017  0.00
C: 16.8846 10.2050 10.2993  0.00
C: 15.7917 11.0468 9.9388  0.01
Sb: 14.9576 12.5315 11.2595  0.04
C: 15.8366 14.2456 10.2440  0.00
C: 16.3664 14.1330 8.9711  0.00
C: 16.7821 15.2691 8.3142  0.00
C: 16.7578 16.4504 9.0573  0.00
C: 16.1829 16.5658 10.3095  0.00
C: 15.7238 15.4391 10.9522  0.00
C: 15.2080 15.5092 12.3620  0.00
C: 16.4758 12.1509 12.8163  0.02
C: 15.9132 11.4020 13.8104  0.00
C: 16.5600 11.2327 15.0090  0.00
C: 17.8573 11.6025 15.0801  0.00
C: 18.4978 12.2313 14.0332  0.00
C: 17.7696 12.6377 12.9282  0.00
C: 18.4258 13.5746 11.9632  0.00
H: 14.1287 12.5318 7.9678  0.00
H: 13.1747 11.7210 9.2378  0.00
H: 13.3255 11.0416 7.5566  0.00
H: 14.8946 9.5572 6.9635  0.00
H: 16.8934 8.0598 7.6363  0.00
H: 18.1132 8.6041 9.7602  0.00
H: 17.4763 10.4101 11.1613  0.00
H: 16.3474 13.1955 8.4549  0.00
H: 17.0910 15.3305 7.2650  0.00
H: 17.0270 17.3592 8.5905  0.00
H: 16.1015 17.5326 10.8020  0.00
H: 14.9754 16.5094 12.6938  0.00
H: 15.9628 15.0840 13.0382  0.00
H: 14.2446 14.9562 12.5657  0.00
H: 14.8969 11.0450 13.6833  0.00
H: 16.0917 10.5870 15.7833  0.00
H: 18.4443 11.5426 15.9886  0.00
H: 19.5310 12.5013 14.1067  0.00
H: 19.5354 13.4771 11.9710  0.00
H: 18.2521 14.5810 12.3531  0.00
H: 18.0647 13.4866 10.9665  0.00

Computed properties:
LUMO level (alpha / beta) = 2.53 / 2.08 eV
Relative energy (zero: lowest compared OMol25 entry of this formula, charge and spin) = 187.8 kJ/mol
Total charge = -1
Highest occupied orbital energy (alpha / beta) = -0.1425 / -0.1666 Ha
Calculated total energy = -259113.3377 eV
<S²> = 0.754
Multiplicity = 2

Entry 3:
Below is a cluster of 11 separate species, C5H34N2O10 in total at a distorted geometry, with properties calculated with ωB97M-V/def2-TZVPD.

Last column: Löwdin charge in e.
CARTESIAN COORDINATES (ANGSTROEM)
C: 1.7253 -2.3459 1.6946  -0.24
C: 1.9852 -1.4292 2.8965  -0.23
C: 2.0017 0.1068 2.6942  -0.18
C: 1.0629 0.6881 1.5416  -0.20
N: 1.5553 2.0530 1.1212  -0.20
C: 1.3650 3.2098 2.0314  -0.11
N: 0.2667 -2.1680 1.3194  0.03
H: 2.3587 -1.9532 0.9075  0.10
H: 1.9518 -3.3628 1.8794  0.09
H: 1.2108 -1.5928 3.6710  0.11
H: 3.0322 -1.7065 3.2555  0.12
H: 1.8037 0.5498 3.6855  0.11
H: 3.1015 0.3362 2.4464  0.12
H: 0.8776 0.0600 0.6200  0.09
H: 0.0815 0.8953 1.9959  0.09
H: 2.5481 2.0122 0.7127  0.15
H: 2.3099 3.6110 2.4162  0.08
H: 0.8933 3.9342 1.3126  0.07
H: 0.5851 3.0526 2.7766  0.09
H: 0.0794 -2.5157 0.4506  -0.02
H: -0.3267 -2.7786 1.8719  0.08
H: 0.9056 1.6822 -3.1000  0.04
H: 0.4022 0.2210 -3.5852  0.03
O: 0.4798 1.1709 -3.7971  -0.09
H: -0.4239 2.5620 -1.1389  -0.02
H: 0.6086 2.9999 -0.1405  0.03
O: 0.1895 3.2847 -1.0533  -0.12
H: -1.9795 0.2573 -2.1331  0.13
H: -1.8759 -0.3767 -3.5530  0.05
O: -1.5370 -0.5163 -2.6960  -0.07
H: -4.3262 1.7753 0.3794  -0.02
H: -3.8118 0.9156 -0.7157  -0.01
O: -4.2461 1.7332 -0.5212  0.00
H: -1.1168 1.8864 -3.3716  -0.06
H: -1.2100 3.1880 -2.6394  0.08
O: -1.6443 2.2889 -2.7475  -0.07
H: -1.7062 -0.5240 2.0095  0.03
H: -2.9434 0.2339 1.9486  0.07
O: -2.2779 -0.0370 2.7217  -0.16
H: 2.3473 -3.3759 -1.6984  0.07
H: 1.9921 -2.4935 -2.7015  0.07
O: 1.6120 -3.3151 -2.3195  -0.04
H: -2.9014 -2.0022 -0.3428  -0.02
H: -4.2115 -2.0841 0.3396  0.05
O: -3.4478 -1.5363 0.2277  0.00
H: 1.0947 0.4774 -1.5370  0.04
H: 0.3015 -0.7761 -1.7152  0.08
O: 1.1381 -0.3042 -2.1058  -0.10
H: -1.0660 -2.0976 -1.9108  -0.06
H: 0.0492 -2.9813 -1.8929  -0.01
O: -0.8639 -2.9128 -1.5109  -0.07

Computed properties:
LUMO level = 0.06 eV
Relative energy (zero: lowest compared OMol25 entry of this formula, charge and spin) = 475.0 kJ/mol
Total charge = 0
Highest occupied orbital energy = -0.3308 Ha
Calculated total energy = -29189.3641 eV
SMILES string = CNCCCCN.O.O.O.O.O.O.O.O.O.O

What is the formula in the third record?
C5H34N2O10